# 1
70
Properties=species:S:1:pos:R:3:forces:R:3 method="wB97M-V/def2-TZVPD" total_charge=-2
Ba -0.289230 0.570897 -0.035018 -0.8432 0.1788 -0.0439
Br 6.892812 0.832310 1.961284 -0.0409 0.0010 0.0063
Br 1.081640 0.302880 7.201491 0.0113 0.0084 -0.0433
Br 0.453921 -7.103090 -2.210560 0.0017 0.0007 -0.0025
Cl -5.153566 1.639134 -0.196937 0.0028 0.0014 -0.0039
Cl -2.441357 -2.357714 2.440999 0.0091 0.0089 0.0010
S 0.101004 3.111101 -4.938740 -0.0372 0.0032 0.0293
O 0.723043 -1.831505 -1.004071 0.0533 -0.0481 -0.0599
O 1.264207 -1.643263 1.155773 -0.0051 0.0440 -0.0363
N -2.629270 0.179751 0.787983 0.4646 0.1944 -0.0500
N 0.435089 1.185344 2.706073 -0.1913 -0.1836 -0.1304
N 2.407215 1.336172 0.916300 -0.0474 -0.0635 -0.0269
N 0.058614 1.529714 -2.898495 0.0893 -0.1213 -0.0002
C 1.908184 0.772033 4.522886 0.0563 0.0445 -0.0649
C 0.622173 -5.985900 -0.669702 0.0040 0.0031 -0.0048
C 0.057959 -0.655971 -6.433982 0.0024 0.0469 0.0057
C 0.846311 -3.812857 0.291674 0.0350 -0.0055 0.0383
C 0.300400 6.252555 -1.783445 0.0063 0.0110 0.0032
C 0.958684 -2.302919 0.139911 0.0226 0.0949 -0.0209
C 1.669318 1.043252 3.178390 -0.2398 -0.0671 0.2418
C 5.051941 1.031512 1.527508 0.0996 -0.0036 -0.0055
C 0.085306 2.789495 -3.193074 0.0257 -0.0897 -0.0792
C -0.474412 0.753928 4.860611 -0.1060 -0.0862 0.0311
C 4.682741 1.223983 0.212041 -0.0043 -0.0297 -0.0260
C -5.093958 0.144681 0.733880 -0.0574 -0.0450 -0.0167
C 0.809337 0.649772 5.349868 -0.0460 -0.0055 0.0838
C -6.337181 -1.635273 1.798283 -0.0551 -0.0502 0.0271
C -5.116856 -2.190987 2.202187 0.0335 0.0530 -0.0293
C 0.243154 5.206723 -2.684036 -0.0078 -0.0290 -0.0633
C 4.110872 0.977579 2.533065 -0.0732 0.0264 0.0450
C 2.770654 1.133328 2.177857 0.2467 -0.0105 -0.1242
C 0.058900 -1.346091 -5.217745 -0.0002 -0.0084 -0.0118
C 3.325226 1.366352 -0.036813 -0.0064 0.1284 0.0832
C 0.061350 -0.673415 -4.010143 0.0016 -0.0049 0.0485
C 0.120695 3.889181 -2.218560 0.0048 0.0889 0.1778
C 0.039406 3.544009 -0.852112 0.1038 -0.3256 0.0150
C -6.288091 -0.449463 1.056252 0.0671 0.0355 -0.0165
C 0.778604 -5.765084 1.697119 -0.0009 -0.0095 -0.0138
C 0.706439 -4.616528 -0.833233 0.0108 -0.0090 0.0075
C 0.098092 4.653085 0.010746 0.0432 0.1252 -0.0121
C 0.229386 5.967279 -0.420353 -0.0246 -0.0242 0.0021
C 0.069218 1.406279 -5.246387 0.0317 0.0549 0.0266
C -3.753952 -0.353464 1.084703 0.2188 -0.0168 0.1690
C 0.065116 0.728391 -6.459520 0.0127 -0.0521 -0.0100
C 0.653623 -6.580622 0.579857 -0.0009 0.0062 0.0075
C 0.880947 -4.389902 1.553638 -0.0154 0.0009 0.0129
C -3.929116 -1.590617 1.873481 -0.0413 0.0032 0.0275
C -0.619853 1.004758 3.500496 0.2804 0.0936 -0.0966
C 0.060197 0.722514 -4.022322 -0.0407 0.0292 -0.1140
H 0.057287 -2.428936 -5.221175 -0.0009 0.0008 0.0112
H -1.591994 1.033167 3.007502 -0.0105 -0.0094 0.0162
H -7.205311 0.024421 0.721399 -0.0086 -0.0059 0.0060
H 0.272102 6.782352 0.297874 -0.0040 -0.0081 0.0076
H 0.663481 -4.149198 -1.806814 -0.0054 0.0004 0.0002
H 2.902906 0.644385 4.920363 0.0006 0.0071 0.0078
H 0.053378 -1.207941 -7.365989 -0.0037 -0.0021 0.0006
H 0.787394 -6.213474 2.683100 -0.0025 0.0062 0.0031
H 0.971790 -3.732532 2.407650 0.0009 -0.0016 0.0015
H -5.093973 -3.107804 2.782460 -0.0138 -0.0023 0.0008
H -1.335697 0.617270 5.497573 -0.0173 -0.0121 -0.0259
H 0.081676 -1.205203 -3.065445 0.0006 -0.0083 -0.0060
H 4.416867 0.811508 3.553968 0.0087 0.0023 0.0019
H 2.956753 1.525719 -1.045754 0.0137 0.0036 0.0014
H 0.069369 1.267843 -7.398541 -0.0042 -0.0010 -0.0002
H 0.298850 5.423468 -3.748548 -0.0015 0.0078 0.0091
H 0.038916 4.482941 1.085558 -0.0003 0.0215 -0.0013
H 0.396832 7.274387 -2.132583 0.0007 0.0005 -0.0038
H 5.411298 1.255043 -0.584237 -0.0114 0.0011 -0.0123
H -7.280317 -2.105947 2.046122 0.0059 0.0034 -0.0001
H 0.573427 -7.654803 0.676442 -0.0012 -0.0013 -0.0009

# 2
85
Properties=species:S:1:pos:R:3:forces:R:3 method="wB97M-V/def2-TZVPD" total_charge=-1 e_above_lowest_ev=2.017
Sr -1.396149 1.199429 -0.171608 -0.1748 0.7049 2.2966
Ge 1.036953 -2.481438 -0.106012 0.8249 -1.0973 0.9549
S -0.695554 -1.459358 0.567853 0.0518 -0.2938 -0.1467
F 4.159155 -1.149871 -4.087405 0.0328 -0.0002 0.0192
F 0.573356 -5.973238 4.001482 0.0038 -0.0098 0.0436
F 5.851745 -3.565538 1.917475 0.0402 -0.0281 0.0127
F 3.567377 -4.159515 0.630695 0.0449 -0.0507 0.0251
F -1.193763 -7.522261 2.642405 -0.0285 -0.0684 0.0205
F 3.017407 -5.710674 -4.000780 -0.0135 0.0018 -0.0081
F 1.650968 -3.818656 2.846650 0.0817 0.0023 0.0448
F 4.437648 0.897677 2.388239 0.0020 0.0234 0.0219
F 2.144115 0.309212 1.110892 0.2503 0.0335 -0.0818
F -0.790808 -4.700731 -1.083930 -0.1192 -0.0862 0.0211
F 2.804153 -0.779288 -1.780039 -0.1230 0.1527 -0.1533
F 4.263824 -3.622642 -5.200803 0.0422 -0.0109 -0.0328
F 6.291688 -1.041272 2.815773 0.0604 0.0170 0.0185
F -1.872174 -6.889649 0.089877 -0.0152 -0.0013 -0.0153
F 1.614388 -5.337751 -1.753002 0.0845 -0.0701 -0.1493
O -5.634272 2.324020 -0.990419 0.1274 -0.1192 -0.1373
O -0.195542 -1.320186 -2.884497 0.1369 0.1189 -0.1692
O -0.084491 0.715536 -1.936283 0.9454 -0.0950 -1.1923
O -3.784353 1.632954 0.090238 -0.7419 0.0077 -0.1356
O -4.709381 -0.433559 -5.413252 0.0334 -0.0976 -0.1040
N -2.694239 0.805950 -2.077452 -1.0316 -0.3490 -1.3946
N -1.429357 1.063665 2.422461 -0.1000 -0.1979 0.8576
N -2.289411 3.501399 1.338715 -0.4071 0.3275 0.2558
N -1.069037 3.631825 -1.185102 0.0876 0.4766 -0.3548
N 0.315257 2.638799 0.999283 0.7849 0.2949 0.3039
C 0.622003 2.393909 2.269527 0.0917 0.1241 0.1347
C 0.805544 3.717138 0.398214 0.1111 0.2203 0.0644
C -1.982295 4.690678 -0.744960 0.0711 -0.0112 0.1968
C 3.745438 -2.900098 1.059758 -0.0855 0.2004 0.0771
C 2.026626 4.324173 2.355082 -0.0602 -0.0809 -0.0432
C -4.552584 1.738569 -0.919040 -0.4551 0.1127 0.0593
C 4.207330 -0.352106 1.963901 -0.0499 0.0414 0.0067
C 3.568380 -3.427864 -4.078040 -0.0035 0.0745 0.0309
C 2.082541 -3.017917 -1.741594 -0.6064 0.6237 0.0143
C 2.187466 -4.266861 -2.314592 0.0432 0.0146 0.0309
C -4.072359 -0.035929 -4.283389 0.1803 0.1126 0.2517
C 5.156242 -1.333509 2.176546 -0.0316 -0.0152 -0.0387
C 0.354072 3.929473 -1.026745 -0.1038 -0.1143 0.0241
C -2.726880 -0.361721 -4.139810 -0.0211 -0.1102 -0.1692
C 1.493757 3.210405 2.982246 0.0400 -0.0127 -0.0026
C -2.042207 4.808615 0.780806 0.0228 -0.1602 -0.0845
C 2.793781 -1.990489 -2.343961 -0.1124 -0.1996 -0.0132
C 0.540184 -4.238757 0.793818 0.0505 0.1296 -0.1506
C -3.995685 1.046701 -2.166934 0.0239 0.0286 0.0584
C -2.074492 0.093603 -3.011074 -0.1358 0.0966 -0.0069
C -0.640856 -6.461720 2.046612 0.0417 0.0810 -0.0060
C -0.054029 1.193504 2.888372 -0.0023 -0.0127 0.0536
C 2.921897 -4.483856 -3.471858 -0.0591 -0.0853 0.0777
C -2.225476 3.375951 2.777649 -0.0157 -0.1322 -0.1232
C 0.260549 -5.672208 2.733705 -0.0182 -0.0075 -0.0181
C 3.030753 -0.677996 1.310835 -0.0580 -0.1188 -0.0858
C -0.979724 -6.137192 0.745414 -0.0277 -0.0079 -0.0497
C 2.757514 -1.951308 0.856892 -0.3335 -0.1315 -0.0493
C 0.821233 -4.573737 2.104982 -0.0038 -0.0098 -0.2206
C 3.515152 -2.168461 -3.505329 0.0492 0.0127 -0.0420
C -2.401123 1.897616 3.132263 0.0746 0.1772 -0.1021
C -4.729096 0.664254 -3.272391 -0.1320 0.0072 -0.0387
C 4.928705 -2.618454 1.717545 -0.0102 -0.0051 -0.0414
C -0.397448 -5.032604 0.154084 0.1220 0.1558 0.0680
C -0.639899 -0.206018 -2.599479 0.4502 -0.6654 -0.8370
C 1.661437 4.598643 1.045611 0.0961 -0.0398 0.0244
H 2.697454 4.985649 2.888443 0.0156 -0.0082 -0.0024
H -2.811422 5.552989 1.041796 0.0391 0.0384 -0.0175
H -5.631175 -0.163930 -5.368735 -0.0683 0.0307 0.0302
H -3.393098 1.589177 2.796225 -0.0090 -0.0493 0.0743
H -2.993150 3.966021 3.303060 0.0242 -0.0246 0.0511
H -1.244707 3.433331 -2.163420 0.0066 -0.0932 0.0255
H -5.787073 0.892583 -3.329150 0.0126 0.0499 0.0362
H -3.179739 3.125153 1.011139 0.0467 -0.0411 -0.1086
H 2.033187 5.479083 0.537510 -0.0264 -0.0114 -0.0321
H -2.980672 4.423625 -1.100063 0.0157 0.0332 -0.0722
H 0.602233 4.950412 -1.349241 0.0760 -0.0258 0.0026
H 0.007117 1.256519 3.984522 0.0467 0.0331 -0.0111
H -1.091212 5.182066 1.171642 0.0041 0.0457 0.0202
H -1.251900 3.735097 3.123039 -0.0079 0.0731 0.0458
H 1.738584 2.981538 4.011454 -0.0359 -0.0153 -0.0005
H 0.903041 3.211174 -1.642698 -0.0191 0.0822 -0.0944
H -2.217747 -0.959468 -4.883067 0.0174 -0.0142 0.0497
H 0.490610 0.302432 2.564284 -0.1440 0.0177 0.0819
H -1.709297 5.668756 -1.169625 -0.0531 -0.0075 -0.0138
H -1.699948 0.087105 2.483459 0.0526 0.0097 0.0782
H -2.337070 1.771440 4.223330 -0.0165 -0.0017 -0.0143

no.,orbital gap (eV),E_HOMO (Ha),LUMO level (eV)
1,3.14,0.0046,3.265
2,7.84,-0.2096,2.131